--- i ---
Molecular formula: C4H9IN2
Method: DFT, the ωB97M-V functional and the def2-TZVPD basis

```
16
Properties=species:S:1:pos:R:3:lowdin_charge:R:1
C 0.188 1.104 -0.826 -0.1361
C -0.653 1.472 0.376 -0.2620
C -0.239 -0.319 -0.619 -0.4332
C -1.204 0.093 0.573 -0.6424
N 0.435 -2.459 0.133 0.0294
N 0.840 -1.133 -0.164 -0.1305
I -3.314 -0.068 -0.054 0.7247
H 0.049 1.619 -1.777 0.1202
H 1.216 1.173 -0.589 0.0921
H 0.038 1.636 1.236 0.1234
H -1.313 2.309 0.283 0.0880
H -0.918 -0.850 -1.399 0.1303
H -1.074 -0.412 1.518 0.0637
H 1.001 -2.960 0.671 0.0118
H -0.512 -2.277 0.593 0.0950
H 1.304 -0.619 0.603 0.1256
```

HOMO energy in eV: -8.406
Charge: 0
LUMO energy in eV: 0.48

--- ii ---
Molecular formula: C4H9IN2
Method: DFT, the ωB97M-V functional and the def2-TZVPD basis

```
16
Properties=species:S:1:pos:R:3:lowdin_charge:R:1
C 0.506 -0.514 -1.462 -0.1666
C 1.070 -0.101 -0.090 -0.2551
C -1.018 -0.574 -1.250 -0.3583
C 0.053 0.380 2.092 -0.1671
N 0.006 -0.320 0.854 -0.1832
N -1.360 0.124 -0.039 -0.4702
I -1.535 2.177 -0.273 0.7918
H 0.772 0.227 -2.215 0.0969
H 0.887 -1.479 -1.788 0.1018
H 1.921 -0.720 0.204 0.1210
H 1.391 0.953 -0.116 0.0922
H -1.559 -0.175 -2.107 0.0867
H -1.344 -1.609 -1.095 0.1122
H -0.828 0.110 2.672 0.0839
H 0.942 0.047 2.631 0.0903
H 0.096 1.476 1.981 0.0238
```

HOMO energy in eV: -8.697
Charge: 0
LUMO energy in eV: 0.12

Stability ranking, top and bottom: ii is the most stable and i is the least stable.

--- i ---
Molecular formula: CH5NP2
Method: DFT, the ωB97M-V functional and the def2-TZVPD basis

```
9
Properties=species:S:1:pos:R:3:lowdin_charge:R:1
C -0.486 1.004 -0.731 -0.4279
N 0.490 -0.872 1.140 -0.7569
P 1.630 -1.383 0.155 0.7350
P -0.304 0.565 1.070 0.6260
H 0.380 1.308 -1.259 -0.0175
H -1.084 1.980 -0.832 0.0541
H -0.650 0.150 -1.390 0.0145
H 1.719 -2.551 0.705 -0.2182
H -1.694 -0.200 1.143 -0.0091
```

HOMO energy in eV: -8.831
Charge: 0
LUMO energy in eV: -0.67

--- ii ---
Molecular formula: CH5NP2
Method: DFT, the ωB97M-V functional and the def2-TZVPD basis

```
9
Properties=species:S:1:pos:R:3:lowdin_charge:R:1
C 1.391 0.384 -0.279 -0.4131
N -1.420 -0.229 0.651 -0.6204
P -2.520 -0.024 -0.399 0.5657
P 0.205 -0.989 -0.480 0.7284
H 2.303 -0.098 -0.357 -0.0052
H 1.310 0.920 0.604 0.0091
H 1.375 1.155 -0.968 0.0028
H -3.338 0.585 0.512 -0.1912
H 0.692 -1.704 0.716 -0.0761
```

HOMO energy in eV: -8.777
Charge: 0
LUMO energy in eV: 0.02

Stability ranking, top and bottom: i is the most stable and ii is the least stable.

--- i ---
Molecular formula: C7H10O3
Method: DFT, the ωB97M-V functional and the def2-TZVPD basis

```
20
Properties=species:S:1:pos:R:3:lowdin_charge:R:1
C -0.147 -0.732 1.837 -0.3033
C 0.445 0.556 -0.799 -0.2970
C 0.295 -1.634 0.671 -0.0347
C -0.613 1.186 0.053 -0.0468
C 0.443 0.963 -2.258 -0.0638
C -1.259 0.059 1.139 -0.3033
C -0.115 -0.966 -0.644 -0.3562
O 0.880 0.057 2.395 0.0066
O -2.414 0.047 1.447 0.1345
O -0.529 -1.552 -1.610 0.1231
H 1.375 0.496 1.700 0.0766
H -0.554 -1.315 2.667 0.1565
H 1.447 0.616 -0.369 0.1348
H 1.374 -1.827 0.689 0.1418
H -0.233 -2.594 0.715 0.1347
H -1.473 1.534 -0.514 0.1240
H -0.244 1.933 0.757 0.1177
H 0.734 2.007 -2.364 0.0826
H 1.135 0.332 -2.817 0.0856
H -0.547 0.833 -2.695 0.0865
```

HOMO energy in eV: -9.140
Charge: 0
LUMO energy in eV: 0.12

--- ii ---
Molecular formula: C7H10O3
Method: DFT, the ωB97M-V functional and the def2-TZVPD basis

```
20
Properties=species:S:1:pos:R:3:lowdin_charge:R:1
C -2.268 -1.116 -0.460 0.0235
C 2.346 -0.217 0.770 -0.0919
C -1.418 -0.035 0.165 -0.5175
C -0.882 -0.890 -0.909 -0.1873
C 1.840 0.954 0.094 -0.2086
C 0.050 -1.177 -1.784 0.0821
C 1.415 1.925 -0.461 0.0975
O -1.098 -0.315 1.515 -0.0506
O -0.323 0.715 2.097 -0.0181
O -1.697 1.289 -0.079 0.0655
H -0.969 1.260 2.567 0.1129
H -2.480 -1.977 0.154 0.1168
H -3.079 -0.808 -1.101 0.1187
H 1.517 -0.777 1.210 0.0771
H 2.877 -0.858 0.065 0.0842
H 3.031 0.086 1.557 0.0848
H 1.002 -0.666 -1.785 0.0449
H -0.099 -1.949 -2.521 0.0624
H 1.087 2.788 -0.965 0.0351
H -0.852 1.766 -0.127 0.0682
```

HOMO energy in eV: -9.600
Charge: 0
LUMO energy in eV: 0.80

Stability ranking, top and bottom: i is the most stable and ii is the least stable.

--- i ---
Molecular formula: C19H23N3O2S
Method: DFT, the ωB97M-V functional and the def2-TZVPD basis

```
48
Properties=species:S:1:pos:R:3:lowdin_charge:R:1
C -2.045 -0.544 2.262 -0.1521
C -1.889 -2.067 2.266 -0.1527
C -0.472 -2.399 1.800 -0.1394
N 0.105 -1.109 1.376 -0.1817
N 1.381 -0.878 1.606 -0.0772
C 2.288 -1.490 2.258 -0.0554
C -0.717 0.037 1.799 -0.1453
H -2.842 -0.218 1.590 0.1012
H -2.263 -0.151 3.259 0.1066
H -2.024 -2.480 3.269 0.1046
H -2.617 -2.544 1.604 0.1069
H 0.146 -2.851 2.594 0.1008
H -0.439 -3.087 0.947 0.1077
H 3.313 -1.191 1.971 0.0659
H 2.153 -2.177 3.124 0.0718
H -0.787 0.725 0.954 0.0689
H -0.198 0.591 2.602 0.1211
C -0.033 6.176 0.232 -0.0535
C -0.392 4.849 -0.366 -0.2715
C -1.178 3.971 0.380 -0.0308
C -1.613 2.770 -0.165 -0.0674
C -1.107 2.347 -1.398 -0.2852
S -1.548 0.749 -2.026 0.6725
N -0.315 -0.331 -1.399 -0.0124
C -0.414 -1.595 -1.560 -0.1603
C 0.764 -2.459 -1.581 -0.2212
C 0.740 -3.723 -2.204 -0.0330
C 1.839 -4.579 -2.061 -0.0853
C 2.949 -4.183 -1.307 -0.0850
C 3.004 -2.897 -0.768 -0.0753
C 1.933 -2.008 -0.946 -0.0402
O -2.784 0.389 -1.370 -0.3211
O -1.437 0.714 -3.457 -0.2894
C -0.348 3.229 -2.170 -0.0405
C 0.013 4.468 -1.648 -0.0273
H 0.536 6.795 -0.472 0.0776
H -0.944 6.724 0.522 0.0881
H 0.563 6.052 1.149 0.0888
H -1.456 4.241 1.399 0.1217
H -2.337 2.164 0.375 0.1078
H -1.353 -2.096 -1.875 0.1382
H -0.163 -4.032 -2.752 0.1163
H 1.813 -5.575 -2.516 0.1040
H 3.779 -4.868 -1.149 0.1018
H 3.863 -2.562 -0.187 0.0986
H 1.966 -0.985 -0.553 0.1016
H -0.054 2.934 -3.171 0.1154
H 0.620 5.155 -2.236 0.1150
```

HOMO energy in eV: -7.517
Charge: 0
LUMO energy in eV: 0.07

--- ii ---
Molecular formula: C19H23N3O2S
Method: DFT, the ωB97M-V functional and the def2-TZVPD basis

```
48
Properties=species:S:1:pos:R:3:lowdin_charge:R:1
C -4.891 -2.922 0.354 -0.0545
C -4.145 -1.627 0.257 -0.2909
C -3.728 -1.130 -0.971 -0.0443
C -3.055 0.073 -1.073 -0.0205
C -2.781 0.809 0.074 -0.2365
C -3.200 0.325 1.311 -0.0178
C -3.872 -0.877 1.396 -0.0445
H -4.187 -1.242 2.363 0.1127
H -2.989 0.892 2.206 0.1144
N -2.098 2.032 0.045 0.1171
C -1.333 2.540 -0.948 -0.5611
O -1.161 2.035 -2.039 0.0521
C -0.628 3.822 -0.547 -0.3673
H -0.064 4.221 -1.390 0.0885
H -1.330 4.571 -0.183 0.0818
S 0.510 3.494 0.846 0.9458
C 1.632 2.251 0.069 -0.5148
C 1.250 0.876 0.605 -0.5496
O 1.611 0.490 1.698 0.0597
N 0.434 0.161 -0.199 0.0806
C 0.132 -1.221 0.090 -0.1537
H -0.921 -1.414 -0.134 0.1052
C 1.033 -2.161 -0.729 -0.1096
C 2.469 -1.813 -0.467 -0.3066
N 3.027 -0.960 -1.317 0.1145
C 4.271 -0.569 -1.098 -0.1627
C 5.026 -0.993 -0.018 -0.0680
C 4.443 -1.880 0.874 -0.0603
C 3.146 -2.302 0.646 -0.0197
H 2.658 -2.989 1.320 0.1162
H 4.992 -2.234 1.735 0.1063
H 6.034 -0.637 0.124 0.0997
H 4.675 0.118 -1.832 0.1053
H 0.824 -3.193 -0.446 0.1151
H 0.823 -2.024 -1.791 0.1156
H 0.312 -1.364 1.158 0.1251
H 0.262 0.466 -1.146 0.1265
C 3.069 2.584 0.429 -0.1068
H 3.211 2.452 1.499 0.0817
H 3.307 3.609 0.157 0.0732
H 3.740 1.906 -0.095 0.0628
H 1.464 2.320 -1.007 0.1116
H -2.036 2.503 0.939 0.1254
H -2.737 0.439 -2.034 0.1041
H -3.933 -1.695 -1.870 0.1134
H -5.965 -2.736 0.331 0.0835
H -4.645 -3.575 -0.480 0.0752
H -4.659 -3.434 1.285 0.0761
```

HOMO energy in eV: -8.406
Charge: 0
LUMO energy in eV: 0.63

Stability ranking, top and bottom: ii is the most stable and i is the least stable.